No. 1
69
Properties=species:S:1:pos:R:3:forces:R:3:nbo_charge:R:1 method="wB97M-V/def2-TZVPD" charge=-1 homo_lumo_gap_ha="0.2849 / 0.2908" lumo_energy_ev="2.2 / 2.4" fmax_ev_per_a=5.13 energy_ev=-127000.36639 spin_multiplicity=2
O -0.551409 -0.762719 1.033164 0.1 2.9 -0.4 -0.63
V -0.932345 0.608181 0.296152 0.6 -2.9 0.2 1.59
N -0.502926 2.499733 1.297996 1.0 -0.9 -1.0 -1.32
S -1.549042 3.467122 0.650159 2.0 2.1 0.8 2.61
O -2.385731 4.040729 1.585938 -1.8 1.8 2.3 -0.92
O -2.117479 2.940660 -0.492171 -0.9 -2.8 -3.1 -0.91
F -0.679739 4.649288 0.041948 0.3 -0.2 0.6 -0.50
S 0.295690 2.810031 2.690258 -0.3 1.0 -2.2 2.61
O -0.670789 2.994602 3.655498 -2.0 -0.1 2.9 -0.91
O 1.408915 3.653531 2.662862 1.0 2.0 -0.7 -0.92
F 0.975154 1.483775 2.735525 0.2 -3.1 0.9 -0.46
N -2.670791 -0.391057 -1.258547 -0.4 -2.1 0.6 -1.23
S -2.965378 -0.207311 -2.846725 -3.5 2.7 2.6 2.56
O -4.358790 -0.230882 -3.097345 -1.1 -1.2 -0.3 -0.95
O -2.078210 -0.944671 -3.588077 2.6 -1.4 -2.8 -0.90
F -2.785250 1.357417 -3.048796 1.7 -0.6 0.5 -0.48
S -3.456305 -1.869466 -0.697795 3.6 1.4 0.8 2.46
O -3.538653 -3.024588 -1.542393 0.2 1.4 0.7 -0.84
O -4.533196 -1.397861 0.091403 -1.1 -0.4 0.3 -0.94
F -2.308120 -2.217267 0.503352 -2.3 -0.2 -2.4 -0.49
C 2.540643 1.832842 0.309005 -1.7 -0.6 -0.6 -0.63
C 2.574839 1.395133 -1.180860 -0.2 -0.4 0.7 0.13
C 3.946754 0.657680 -1.432548 -0.8 -0.7 -0.5 -0.40
C 3.784119 -0.883985 -1.044644 1.4 1.1 -1.1 -0.39
C 3.027047 -1.403874 -2.275501 0.2 1.0 0.9 -0.40
C 1.626679 -0.796860 -2.373041 -0.2 0.9 0.1 0.14
N 1.584515 0.260057 -1.227938 0.0 -1.0 -1.4 -0.19
O 0.262721 0.657951 -1.078516 -0.3 1.0 -0.1 -0.65
C 0.575826 -1.856729 -2.056746 -0.9 0.5 0.9 -0.64
C 1.303156 -0.171860 -3.778218 -1.1 0.6 2.2 -0.63
C 2.311125 2.687673 -2.084754 0.2 -1.2 1.6 -0.65
H 3.480216 2.319014 0.485977 0.3 0.2 0.8 0.21
H 2.240506 0.974536 0.954649 1.3 0.3 -0.5 0.22
H 1.683740 2.500086 0.510820 0.9 0.1 -0.6 0.21
H 4.853970 1.136283 -1.023445 -0.7 0.1 0.2 0.21
H 4.075712 0.628661 -2.551192 0.2 0.3 1.0 0.19
H 3.422968 -1.130288 -0.032444 -0.3 0.4 -0.6 0.22
H 4.763286 -1.380588 -1.143433 0.1 0.3 0.3 0.19
H 3.033063 -2.455179 -2.216043 -0.4 -1.5 -0.3 0.20
H 3.662870 -1.080430 -3.101463 -0.2 -0.4 -0.3 0.19
H 0.351231 -1.902476 -0.984703 0.5 -0.1 0.0 0.23
H 0.861939 -2.840644 -2.392944 0.2 -0.3 -0.3 0.20
H -0.402539 -1.603148 -2.464795 0.3 -0.1 -0.3 0.24
H 2.073643 0.534521 -4.007681 0.5 0.5 -0.4 0.19
H 0.334406 0.399162 -3.592758 1.1 -0.8 -0.7 0.23
H 1.208937 -0.905054 -4.568389 -0.2 -0.2 -0.1 0.21
H 1.301121 2.645789 -2.467426 -0.3 -0.1 -0.1 0.23
H 3.015192 2.659639 -2.918727 0.0 0.6 0.1 0.20
H 2.339308 3.554401 -1.366157 0.5 -0.5 -1.3 0.22
C -4.956011 1.260917 2.251875 0.0 0.8 1.0 -0.10
C -3.620440 0.567887 2.360195 0.1 0.6 -0.1 -0.09
O -2.897518 0.791846 1.133296 0.7 0.2 0.7 -0.77
O -6.006818 0.413277 1.859889 0.6 -0.2 -1.0 -0.71
H -4.779341 2.118068 1.614310 -0.3 0.3 -0.5 0.18
H -5.280338 1.670884 3.193250 0.1 0.1 0.6 0.18
H -3.867535 -0.462685 2.511524 0.5 -0.9 0.0 0.20
H -2.961747 0.940722 3.146888 -0.2 0.0 0.0 0.21
H -3.337580 0.421059 0.370851 -0.8 -0.2 -0.6 0.52
H -5.642315 -0.006460 1.063217 -0.8 -0.3 0.1 0.48
C 0.585894 -3.222432 3.711639 -0.1 0.4 1.1 -0.09
C 1.291918 -3.193881 2.381128 0.3 0.7 0.3 -0.10
O 2.326266 -4.182772 2.398374 -0.4 -0.2 0.7 -0.75
O 1.486900 -2.853376 4.788134 1.1 -1.4 -1.1 -0.73
H 0.308890 -4.262433 3.923838 -0.5 0.1 -0.3 0.16
H -0.313884 -2.542309 3.778820 1.1 -0.7 -0.3 0.20
H 1.754206 -2.217366 2.198001 -0.3 0.1 0.1 0.18
H 0.566716 -3.375149 1.616039 -0.5 -0.2 -0.7 0.18
H 2.675042 -4.252101 1.518221 0.3 0.0 -0.5 0.47
H 2.235095 -3.505253 4.612022 -1.1 1.4 0.7 0.47

***

No. 2
60
Properties=species:S:1:pos:R:3:forces:R:3:nbo_charge:R:1 method="wB97M-V/def2-TZVPD" charge=0 homo_lumo_gap_ha=0.3942 lumo_energy_ev=0.2 fmax_ev_per_a=1.50 smiles="O=[PH2][C@H]1C[C@@H](F)OC1=O.CCOS(C)(=O)=O.CCOS(C)(=O)=O.CCOS(C)(=O)=O" energy_ev=-83048.68504
O -0.631621 -2.338607 2.068908 0.0 0.1 0.3 -1.10
P 0.363058 -3.213837 1.404999 -1.2 0.8 0.1 1.54
C 1.292851 -4.172284 2.638800 0.5 -0.3 0.0 -0.71
C 0.443986 -4.552543 3.838587 0.4 -0.2 0.2 -0.45
C -0.029402 -5.943752 3.490012 0.3 0.5 0.1 0.46
F -1.116845 -5.962842 2.674556 -0.4 0.1 0.0 -0.34
O 1.031536 -6.503904 2.753499 0.3 -0.3 0.1 -0.48
C 1.825153 -5.537348 2.227749 0.9 -0.1 -1.2 0.80
O 2.795056 -5.786350 1.551170 -1.2 0.3 0.8 -0.55
H 1.239622 -2.422387 0.644262 0.4 -0.6 -0.1 -0.06
H -0.271128 -4.100444 0.517742 0.5 -0.3 -0.1 -0.06
H 2.148006 -3.585003 2.948290 0.2 0.3 -0.1 0.28
H 1.161026 -4.727508 4.636357 0.0 0.1 0.4 0.23
H -0.286110 -3.856955 4.216180 -0.4 0.2 -0.3 0.27
H -0.215396 -6.500878 4.395204 -0.2 -0.7 -0.1 0.17
C 6.460999 -5.675956 -0.091733 0.1 0.1 -0.2 -0.64
C 5.116445 -5.202676 -0.607825 0.2 -0.4 0.2 -0.08
O 5.233813 -4.065486 -1.499218 0.0 0.1 -0.1 -0.73
S 5.751245 -4.333810 -2.976873 -0.2 0.3 0.2 2.39
C 5.323327 -2.765924 -3.651734 0.0 0.0 0.0 -0.89
O 4.941233 -5.353301 -3.568546 0.1 -0.2 -0.1 -0.94
O 7.174202 -4.465153 -2.966347 0.1 -0.1 -0.1 -0.94
H 7.074340 -6.089641 -0.890585 0.0 0.0 0.0 0.23
H 6.313154 -6.449884 0.661418 -0.1 0.0 0.0 0.22
H 7.013531 -4.847905 0.352058 0.0 0.0 0.1 0.21
H 4.574328 -6.005365 -1.108601 0.0 0.1 -0.1 0.20
H 4.502080 -4.859015 0.213753 -0.1 0.2 0.0 0.21
H 4.243035 -2.658537 -3.635305 0.0 0.0 0.0 0.25
H 5.692959 -2.750835 -4.674106 0.0 0.0 0.0 0.25
H 5.806618 -1.989926 -3.065264 0.0 0.0 0.0 0.25
C 0.241350 0.911447 2.342962 0.2 0.3 -0.1 -0.64
C -1.141826 1.021110 1.737915 0.2 -0.5 0.0 -0.08
O -1.720718 2.336958 1.895670 0.0 0.1 0.0 -0.73
S -1.180642 3.498408 0.953641 -0.3 -0.1 0.3 2.39
C -2.449003 4.668581 1.283522 0.0 0.0 0.0 -0.89
O -1.261497 3.056894 -0.405762 0.2 0.0 -0.1 -0.95
O 0.061328 3.985384 1.470431 0.1 0.1 -0.1 -0.94
H 0.961850 1.529280 1.807736 0.0 0.0 0.0 0.22
H 0.569824 -0.124874 2.302123 -0.1 -0.1 0.0 0.22
H 0.239158 1.241863 3.381748 -0.1 0.0 0.0 0.21
H -1.138969 0.750164 0.681560 0.0 0.1 0.0 0.20
H -1.824825 0.343816 2.243585 -0.1 0.1 0.0 0.21
H -3.392475 4.283556 0.910655 0.0 0.0 0.0 0.26
H -2.185903 5.583213 0.758489 0.0 0.0 -0.1 0.26
H -2.488341 4.846352 2.354595 0.0 0.0 0.0 0.25
C -3.830522 5.477983 -3.786047 0.0 0.0 0.2 -0.64
C -4.797727 6.642236 -3.870855 0.4 0.0 -0.4 -0.08
O -5.794752 6.619532 -2.823369 -0.1 0.0 0.1 -0.72
S -5.343327 7.061278 -1.367398 -0.3 -0.1 -0.3 2.39
C -6.950258 7.207668 -0.667418 0.0 0.0 0.0 -0.89
O -4.726102 8.348277 -1.444954 0.2 0.1 0.1 -0.94
O -4.653669 5.976287 -0.740317 0.1 0.0 0.2 -0.95
H -3.204411 5.540557 -2.897814 0.0 0.0 0.0 0.23
H -3.180423 5.473673 -4.660648 0.0 0.0 0.0 0.22
H -4.371202 4.533203 -3.742136 0.0 0.0 -0.1 0.22
H -4.276672 7.600364 -3.853213 0.0 0.0 0.1 0.20
H -5.367005 6.594627 -4.796321 -0.2 0.0 0.1 0.20
H -7.477710 8.015051 -1.166051 0.0 0.0 0.0 0.25
H -6.815761 7.433218 0.387742 0.0 0.0 0.0 0.25
H -7.470872 6.261953 -0.787476 0.0 0.0 0.0 0.25

***

No. 3
48
Properties=species:S:1:pos:R:3:forces:R:3:mulliken_charge:R:1 method="wB97M-V/def2-TZVPD" charge=-1 homo_lumo_gap_ha=0.2390 lumo_energy_ev=2.5 fmax_ev_per_a=2.71 energy_ev=-27327.10432
C 2.206180 -2.298837 2.615736 0.4 -0.1 0.2 -0.48
C 3.222574 -1.038124 2.361168 0.2 -0.4 -1.0 -0.16
C 2.492020 0.371473 1.945522 0.8 0.3 0.5 0.11
C 1.090753 0.687164 2.736128 -0.5 1.9 -0.2 -0.37
C -0.225664 0.839789 1.715990 1.3 0.3 -0.1 -0.83
In -1.613972 -0.930942 2.183882 0.0 0.0 -0.2 0.42
H 1.170142 -2.099078 2.109503 1.9 -0.5 1.2 -0.11
H 2.647159 -3.299135 2.138415 -0.9 2.2 1.1 0.30
H 2.106022 -2.467487 3.792701 -0.1 0.3 -2.7 0.19
H 3.915774 -0.887824 3.293660 -1.3 -0.2 -1.8 0.28
H 3.905319 -1.341686 1.430659 -1.2 0.7 2.1 -0.10
H 3.262335 1.236996 2.232290 -1.5 -1.8 -0.7 0.24
H 2.384993 0.440501 0.760810 -0.1 -0.3 2.6 -0.39
H 1.214418 1.772845 3.216734 0.0 -2.3 -0.8 0.24
H 0.853449 -0.029204 3.634311 0.7 1.1 -1.9 0.24
H -0.785935 1.873281 1.864492 1.4 -2.0 -0.4 0.26
H 0.228720 0.757636 0.619459 -1.2 0.4 2.1 0.09
H -3.343573 -0.590354 1.845977 0.7 -0.3 0.1 -0.23
H -0.946569 -2.317603 1.193718 -0.2 0.2 0.1 -0.36
H -1.321974 -1.364296 3.932781 0.0 0.2 -0.3 -0.35
O -5.471856 0.574286 2.136860 -0.6 0.4 -2.5 -0.49
C -5.768974 0.661377 0.949153 0.7 0.0 2.0 0.77
O -4.809239 0.846215 0.014106 0.1 -0.1 0.1 -0.29
C -5.027579 0.772356 -1.406184 0.0 0.1 0.2 -0.44
C -5.517008 2.101651 -1.947623 -0.1 0.2 0.1 -0.96
C -7.206621 0.660050 0.520256 -0.5 -0.6 -0.2 -1.06
H -5.692667 -0.057604 -1.660025 0.0 0.1 0.1 0.33
H -4.057172 0.538550 -1.856962 -0.1 0.0 0.4 0.36
H -6.479362 2.383666 -1.512459 0.0 -0.1 -0.1 0.26
H -5.628296 2.057955 -3.034467 0.0 0.0 0.1 0.35
H -4.810935 2.899422 -1.696843 0.0 -0.2 -0.1 0.30
H -7.615905 1.667333 0.630731 0.0 -0.1 0.0 0.26
H -7.760868 -0.028221 1.166314 0.2 0.3 0.1 0.29
H -7.363534 0.310005 -0.499638 0.0 0.2 -0.1 0.33
O 2.153507 -0.901589 -4.350294 2.0 0.5 0.9 -0.59
C 3.083604 -0.493233 -3.661325 -1.6 -0.5 -0.6 0.70
O 4.312310 -1.048310 -3.769665 0.0 -0.1 -0.6 -0.36
C 5.502420 -0.524602 -3.153449 -0.1 -0.1 0.3 -0.48
C 5.634495 -1.019339 -1.726034 -0.2 0.0 0.2 -0.56
C 2.855565 0.562392 -2.619962 0.1 0.7 -0.1 -0.70
H 5.537316 0.565780 -3.227335 -0.1 -0.1 0.1 0.37
H 6.346640 -0.900458 -3.741311 -0.3 0.0 -0.1 0.28
H 4.802460 -0.679512 -1.103731 0.1 0.1 0.0 -0.05
H 6.567595 -0.664804 -1.279770 -0.1 0.0 0.0 0.36
H 5.623347 -2.113407 -1.698491 0.1 0.2 -0.1 0.31
H 2.471711 0.093524 -1.710480 0.0 0.1 -0.1 0.04
H 2.114305 1.271816 -3.001471 0.0 -0.4 0.1 0.40
H 3.742571 1.149588 -2.383836 0.0 -0.2 0.2 0.27

***

No. 4
56
Properties=species:S:1:pos:R:3:forces:R:3:nbo_charge:R:1 method="wB97M-V/def2-TZVPD" charge=-1 homo_lumo_gap_ha=0.2345 lumo_energy_ev=1.9 fmax_ev_per_a=3.90 energy_ev=-65269.20886
N -1.239950 0.433025 0.412716 2.6 -2.7 -0.2 0.71
O -1.754300 -0.460675 -0.317004 -0.4 0.7 0.0 -0.60
O -0.004870 0.396705 0.625906 0.9 -0.3 -0.7 -0.59
O -1.855090 1.253685 1.021826 -3.1 2.2 0.9 -0.52
C -1.232900 -4.695665 3.663036 1.2 0.0 -0.9 -0.72
C 0.232510 -4.907655 3.501236 -0.6 0.7 0.8 0.29
N 1.368610 -5.008275 3.379666 0.0 -0.2 -0.1 -0.35
H -1.582280 -5.109985 2.717326 -0.8 -0.3 0.4 0.26
H -1.477480 -3.633925 3.631576 0.2 0.0 0.1 0.27
H -1.622800 -5.142745 4.577466 0.0 -0.2 -0.4 0.25
C -7.050430 -4.563715 -0.551454 0.2 -0.9 1.3 -0.71
C -6.966270 -5.768965 0.348276 0.4 -1.3 0.5 0.29
N -6.881530 -6.681575 1.074496 -0.3 2.0 -1.6 -0.35
H -8.090030 -4.478365 -0.867764 0.2 0.3 0.0 0.25
H -6.371750 -4.582825 -1.404174 -0.1 -0.4 0.1 0.26
H -6.714150 -3.754405 0.096646 -0.4 0.4 -0.2 0.26
C 2.534230 8.872585 -4.529114 -1.0 -0.3 0.3 -0.82
S 3.162970 7.935075 -3.075244 0.1 0.3 0.2 1.20
O 3.160500 8.915735 -1.927274 -0.5 -1.0 -0.9 -0.96
C 1.718260 6.733025 -2.915214 -0.3 1.0 -0.4 -0.81
H 3.168500 9.686465 -4.880394 0.5 -0.4 0.3 0.24
H 1.589370 9.333225 -4.240714 -0.1 0.0 0.3 0.23
H 2.283030 8.183045 -5.335034 0.3 -0.1 -0.1 0.22
H 1.645280 6.347485 -1.898294 0.2 0.3 0.0 0.26
H 1.699330 5.885425 -3.600274 0.8 0.1 -0.1 0.23
H 0.835610 7.309495 -3.192164 -0.2 0.1 0.5 0.22
C 7.149700 1.171655 -2.162364 0.6 0.2 0.5 -0.81
S 8.178030 -0.179085 -1.341074 0.0 1.1 1.4 1.16
O 9.282900 0.427885 -0.455384 -1.9 -0.6 -1.5 -0.96
C 6.833930 -0.713145 -0.164634 0.6 0.4 -0.3 -0.79
H 7.754140 1.709485 -2.892774 0.2 -0.4 -0.1 0.23
H 6.860300 1.934435 -1.439514 0.0 -0.3 0.3 0.23
H 6.253890 0.794025 -2.655334 0.2 -0.4 0.1 0.23
H 7.258050 -1.519475 0.433746 -0.1 -0.1 -0.2 0.23
H 5.929430 -1.000145 -0.700924 0.2 -0.2 -0.1 0.23
H 6.582870 0.099975 0.516496 0.2 0.2 -0.2 0.24
C 0.832770 -4.128855 -5.272814 0.3 -0.2 0.8 -0.82
S -0.846840 -4.748125 -5.469514 1.5 -2.3 -1.2 1.23
O -0.723560 -5.494345 -6.801314 -0.8 0.9 1.2 -0.99
C -0.634310 -6.109255 -4.233474 -0.8 -0.6 0.2 -0.83
H 1.004030 -3.312025 -5.973914 -0.1 0.1 0.4 0.24
H 1.579460 -4.904625 -5.442324 -0.4 -0.4 -0.5 0.23
H 0.981190 -3.925965 -4.212194 -0.1 0.9 -0.1 0.23
H -1.533950 -6.716045 -4.130744 -0.6 0.5 -0.4 0.23
H -0.430190 -5.837115 -3.197924 0.4 0.5 -0.2 0.23
H 0.046110 -6.867345 -4.621314 0.6 0.6 -0.2 0.24
C -5.341770 3.244205 6.788526 0.9 -0.4 0.9 -0.72
C -4.303680 3.084185 7.880416 -0.2 1.4 0.3 0.60
O -4.317490 3.931605 8.776826 0.8 -2.0 -0.9 -0.56
C -3.318430 1.933985 7.666176 1.2 -0.1 1.2 -0.75
H -6.228030 2.867565 7.299206 -0.4 -0.1 -0.6 0.24
H -5.010210 2.643595 5.941506 -0.7 0.3 -0.3 0.22
H -5.431870 4.319525 6.634736 -0.2 -0.2 -0.4 0.24
H -3.633260 0.904105 7.834496 -1.1 0.1 -0.4 0.24
H -2.499970 1.932375 8.386046 0.1 0.7 0.2 0.23
H -2.827630 1.960725 6.693296 -0.4 0.2 -0.2 0.25